Record 1
Formula: C3H3NO
Source: the OMol25 dataset
Level of theory: ωB97M-V/def2-TZVPD

```
! RIJCOSX wB97M-V def2-TZVPD def2/J DEFGRID3
* xyz 0 1
C -0.176 -1.303 0.766
C 1.522 1.014 0.179
C 0.901 1.385 -0.889
N -1.134 -0.761 0.515
O 0.761 2.330 0.132
H 0.616 -2.004 0.922
H 1.325 0.572 1.068
H 1.072 1.458 -1.920
*
```

Properties
HOMO-LUMO gap (alpha / beta)   8.54 / 8.54 eV
Energy relative to the best compared isomer or geometry (same formula, charge and spin)   544.4 kJ/mol
SMILES string   C1=CO1.C#N
Largest force on an atom   2.9 eV/Å

=====

Record 2
Formula: C3H3NO
Source: the OMol25 dataset
Level of theory: ωB97M-V/def2-TZVPD

```
! RIJCOSX wB97M-V def2-TZVPD def2/J DEFGRID3
* xyz 0 1
O -0.421 1.384 -0.662
C -0.802 0.662 0.230
C 0.012 -0.595 0.354
C 1.130 -0.108 -0.563
N 1.973 0.082 -1.333
H -1.631 0.989 0.865
H -0.392 -1.397 -0.267
H 0.131 -1.019 1.376
*
```

Properties
HOMO-LUMO gap   10.96 eV
Energy relative to the best compared isomer or geometry (same formula, charge and spin)   125.6 kJ/mol
SMILES string   N#CCC=O
Largest force on an atom   2.6 eV/Å

=====

Record 3
Formula: C3H3NO
Source: the OMol25 dataset
Level of theory: ωB97M-V/def2-TZVPD

```
! RIJCOSX wB97M-V def2-TZVPD def2/J DEFGRID3
* xyz 0 1
O 1.400 1.230 0.060
C -1.616 0.235 -0.186
C -0.482 -0.328 0.036
N 0.598 -0.924 0.089
C 1.614 0.039 0.000
H -2.138 0.946 0.443
H -1.987 -0.798 -0.420
H 2.611 -0.400 -0.021
*
```

Properties
HOMO-LUMO gap   9.94 eV
Energy relative to the best compared isomer or geometry (same formula, charge and spin)   236.0 kJ/mol
SMILES string   C=C=NC=O
Largest force on an atom   1.6 eV/Å

=====

Record 4
Formula: C3H3NO
Source: the OMol25 dataset
Level of theory: ωB97M-V/def2-TZVPD

```
! RIJCOSX wB97M-V def2-TZVPD def2/J DEFGRID3
* xyz 0 1
C 0.114 0.610 -1.496
C -0.903 1.298 -1.369
C 0.456 -0.763 1.823
N 0.505 -1.290 0.781
O 0.667 -0.264 2.850
H 1.031 0.116 -1.653
H -1.622 2.027 -1.157
H -0.251 -1.734 0.222
*
```

Properties
HOMO-LUMO gap   11.24 eV
Energy relative to the best compared isomer or geometry (same formula, charge and spin)   179.2 kJ/mol
SMILES string   N=C=O.C#C
Largest force on an atom   5.3 eV/Å

=====

Record 5
Formula: C3H3NO
Source: the OMol25 dataset
Level of theory: ωB97M-V/def2-TZVPD

```
! RIJCOSX wB97M-V def2-TZVPD def2/J DEFGRID3
* xyz 0 1
C -1.027 -0.303 0.170
C 0.216 0.114 -0.070
O 0.513 1.255 -0.743
C 1.388 -0.572 0.427
N 2.309 -1.086 0.903
H -1.850 0.373 -0.042
H -0.296 1.499 -1.214
H -1.254 -1.280 0.570
*
```

Properties
HOMO-LUMO gap   10.43 eV
Energy relative to the best compared isomer or geometry (same formula, charge and spin)   67.5 kJ/mol
SMILES string   C=C(O)C#N
Largest force on an atom   1.2 eV/Å

=====

Record 6
Formula: C3H3NO
Source: the OMol25 dataset
Level of theory: ωB97M-V/def2-TZVPD

```
! RIJCOSX wB97M-V def2-TZVPD def2/J DEFGRID3
* xyz 0 1
C 0.702 0.618 -0.023
C 0.009 -0.722 -0.076
C -1.440 -0.538 -0.110
H 1.050 0.752 1.052
H 1.673 0.521 -0.669
H 0.100 1.500 -0.225
N -2.606 -0.334 0.032
O 0.513 -1.796 0.019
*
```

Properties
HOMO-LUMO gap   10.79 eV
Energy relative to the best compared isomer or geometry (same formula, charge and spin)   57.8 kJ/mol
SMILES string   CC(=O)C#N
Largest force on an atom   5.8 eV/Å

=====

Record 7
Formula: C3H3NO2
Source: the OMol25 dataset
Level of theory: ωB97M-V/def2-TZVPD

```
! RIJCOSX wB97M-V def2-TZVPD def2/J DEFGRID3
* xyz 0 1
C -1.936 -0.401 -0.253
C 0.059 0.431 -0.189
C 1.017 -0.392 0.618
N -2.907 -1.007 -0.336
O -0.034 1.798 -0.375
O 0.203 0.919 -1.393
H 1.914 0.112 0.212
H 0.943 -1.335 0.081
H 0.740 -0.126 1.635
*
```

Properties
HOMO-LUMO gap   10.98 eV
Energy relative to the best compared isomer or geometry (same formula, charge and spin)   741.4 kJ/mol
Largest force on an atom   5.6 eV/Å

=====

Record 8
Formula: C3H3NO2
Source: the OMol25 dataset
Level of theory: ωB97M-V/def2-TZVPD

```
! RIJCOSX wB97M-V def2-TZVPD def2/J DEFGRID3
* xyz 0 1
O -0.790 -0.487 1.314
C -0.104 0.219 0.354
C 0.932 -0.610 -0.379
O 1.040 -1.782 -0.111
C -0.916 0.953 -0.575
N -1.489 1.631 -1.309
H -0.518 -1.415 1.185
H 0.303 1.603 0.668
H 1.541 -0.111 -1.148
*
```

Properties
HOMO-LUMO gap   10.49 eV
Energy relative to the best compared isomer or geometry (same formula, charge and spin)   327.2 kJ/mol
Largest force on an atom   4.2 eV/Å

=====

Record 9
Formula: C3H3NO2
Source: the OMol25 dataset
Level of theory: ωB97M-V/def2-TZVPD

```
! RIJCOSX wB97M-V def2-TZVPD def2/J DEFGRID3
* xyz 0 1
C 0.803 -0.503 0.710
C -0.668 0.873 0.177
C 0.047 -0.198 -0.640
N 0.046 0.505 1.327
O 1.573 -1.327 1.090
O -1.551 1.646 0.090
H 0.716 -0.089 -1.499
H -0.481 -1.170 -0.793
H 0.016 0.664 2.315
*
```

Properties
HOMO-LUMO gap   10.97 eV
Energy relative to the best compared isomer or geometry (same formula, charge and spin)   83.0 kJ/mol
SMILES string   O=C1CC(=O)N1
Largest force on an atom   2.8 eV/Å

=====

Record 10
Formula: C3H3NO2
Source: the OMol25 dataset
Level of theory: ωB97M-V/def2-TZVPD

```
! RIJCOSX wB97M-V def2-TZVPD def2/J DEFGRID3
* xyz 0 1
C 0.689 0.583 -0.115
O -0.152 0.016 -1.047
C -1.109 -0.785 -0.425
O -1.913 -1.370 -1.081
C -0.928 -0.760 1.122
N 0.113 0.034 1.183
H 0.668 0.410 1.933
H 1.739 0.265 -0.265
H 0.650 1.689 -0.152
*
```

Properties
HOMO-LUMO gap   9.69 eV
Energy relative to the best compared isomer or geometry (same formula, charge and spin)   265.0 kJ/mol
Largest force on an atom   1.8 eV/Å